(1)
Molecular formula: C18H50O8S7
Method: DFT, ωB97M-V/def2-TZVPD

Values from the calculation:
gap between HOMO and LUMO: 8.5302 eV
energy relative to the best compared isomer or geometry (same formula, charge and spin): 0.0 kJ/mol
maximum force: 0.04299 Eh/bohr

Each line ends with the Mulliken charge.
Geometry (Å):
C 14.619 12.161 15.628  0.626
C 15.718 12.257 14.498  0.500
C 16.051 13.712 14.489  -0.572
O 14.822 14.350 14.815  -0.417
C 14.289 13.637 15.866  -0.864
H 15.084 11.655 16.447  0.335
H 13.665 11.661 15.364  -0.641
H 15.232 12.004 13.550  0.046
H 16.513 11.544 14.618  -0.286
H 16.326 14.073 13.483  0.338
H 16.910 13.960 15.191  0.295
H 13.263 13.952 15.938  0.310
H 14.848 13.942 16.758  0.380
C 17.668 9.320 13.599  -0.837
S 17.297 7.641 14.240  0.359
O 16.062 7.755 15.066  -0.390
C 16.824 6.961 12.614  -0.842
H 17.986 9.909 14.467  0.337
H 16.745 9.742 13.163  0.111
H 18.485 9.263 12.826  0.450
H 17.690 6.725 12.022  0.425
H 16.223 7.716 12.068  0.109
H 16.193 6.071 12.713  0.358
C 11.672 12.681 13.956  -0.824
S 10.982 12.299 15.619  0.712
O 10.730 13.648 16.261  -0.777
C 9.305 11.804 15.012  -0.881
H 11.093 13.506 13.550  0.451
H 11.522 11.778 13.371  0.088
H 12.701 12.892 14.051  0.221
H 8.855 12.641 14.468  0.512
H 8.633 11.536 15.844  0.456
H 9.435 10.855 14.431  -0.067
C 12.106 7.321 8.069  -1.018
S 12.289 8.781 9.138  0.752
O 13.728 8.655 9.559  -0.685
C 12.328 10.096 7.939  -1.032
H 11.264 7.483 7.383  0.344
H 11.876 6.441 8.648  0.320
H 13.043 7.245 7.489  0.323
H 11.337 10.417 7.642  0.367
H 12.986 9.865 7.073  0.312
H 12.761 10.988 8.391  0.323
C 12.342 7.086 14.301  -0.759
S 11.887 8.557 13.309  0.305
O 11.418 9.571 14.326  -0.391
C 13.642 8.995 12.965  -0.963
H 13.041 7.343 15.080  0.008
H 12.871 6.382 13.641  0.399
H 11.418 6.709 14.761  0.408
H 14.144 9.146 13.907  0.180
H 13.716 9.854 12.365  0.449
H 14.138 8.121 12.501  0.325
C 7.339 8.644 14.417  -0.631
S 7.046 8.294 12.671  0.504
O 5.563 8.301 12.441  -0.663
C 7.648 9.799 11.881  -0.659
H 8.307 8.339 14.775  0.189
H 6.574 8.114 14.975  0.403
H 7.286 9.697 14.605  0.143
H 6.939 9.909 11.085  0.424
H 8.601 9.626 11.294  0.144
H 7.843 10.668 12.501  0.175
C 11.164 9.051 17.745  -0.652
S 9.482 9.267 18.428  0.520
O 8.623 8.240 17.735  -0.642
C 9.845 8.512 20.083  -1.008
H 11.394 7.993 17.841  0.437
H 11.808 9.741 18.303  0.423
H 11.194 9.382 16.722  -0.101
H 10.520 7.668 19.990  0.286
H 8.922 8.350 20.650  0.335
H 10.422 9.257 20.611  0.382
C 15.877 6.296 18.036  -0.793
S 14.251 7.140 17.943  0.603
O 13.576 6.934 19.307  -0.675
C 14.892 8.790 17.923  -0.479
H 16.432 6.531 17.113  0.100
H 15.732 5.204 18.154  0.348
H 16.441 6.644 18.934  0.327
H 15.622 8.880 17.111  0.162
H 15.365 8.926 18.921  0.518
H 14.015 9.465 17.792  -0.111

---

(2)
Molecular formula: C18H51Ag3N6O6
Method: DFT, ωB97M-V/def2-TZVPD

Values from the calculation:
gap between HOMO and LUMO: 2.5280 eV
charge: +2
energy relative to the best compared isomer or geometry (same formula, charge and spin): 855.3 kJ/mol
maximum force: 0.12461 Eh/bohr

Each line ends with the Mulliken charge.
Geometry (Å):
Ag 14.641 -16.021 2.323  0.693
Ag 9.632 -12.224 -0.213  0.918
Ag 15.683 -10.384 1.341  0.742
C 14.878 -14.199 -3.301  -0.453
O 14.259 -13.777 -2.144  -0.591
H 15.323 -15.189 -3.196  0.205
H 14.225 -14.138 -4.171  0.213
H 15.736 -13.580 -3.563  0.207
C 20.944 -8.111 0.799  -1.356
C 20.350 -8.571 -0.599  0.353
C 20.456 -10.083 -0.845  -0.694
O 19.819 -10.821 0.165  -0.317
C 20.270 -12.106 0.519  -0.763
N 18.999 -8.053 -0.646  -0.722
H 21.104 -7.045 0.960  0.400
H 21.985 -8.392 0.961  0.364
H 20.351 -8.524 1.615  0.311
H 20.845 -7.995 -1.381  0.351
H 21.505 -10.341 -0.991  0.405
H 19.971 -10.268 -1.804  0.305
H 19.526 -12.554 1.177  0.194
H 21.285 -12.072 0.915  0.338
H 20.420 -12.773 -0.330  0.334
H 18.725 -7.886 -1.604  0.253
H 18.935 -7.066 -0.441  0.271
C 6.059 -12.517 -5.461  -1.361
C 7.423 -11.946 -5.127  0.473
C 7.537 -10.477 -4.807  -0.718
O 7.315 -10.135 -3.432  -0.351
C 7.133 -8.721 -3.307  -0.790
N 8.087 -12.807 -4.195  -0.666
H 5.767 -11.969 -6.357  0.337
H 5.239 -12.380 -4.755  0.321
H 6.223 -13.560 -5.730  0.385
H 7.973 -12.056 -6.062  0.215
H 7.123 -9.755 -5.511  0.468
H 8.613 -10.301 -4.812  0.283
H 6.821 -8.660 -2.265  0.273
H 6.232 -8.402 -3.831  0.342
H 8.001 -8.113 -3.563  0.311
H 8.077 -13.816 -4.243  0.255
H 9.051 -12.599 -4.417  0.260
C 24.061 -10.392 -8.876  -1.269
C 23.063 -11.590 -8.545  0.277
C 21.982 -11.728 -9.584  -0.739
O 20.954 -10.738 -9.555  -0.373
C 19.822 -11.129 -8.855  -0.726
N 23.868 -12.800 -8.471  -0.716
H 24.556 -10.720 -9.790  0.342
H 24.754 -10.333 -8.037  0.317
H 23.429 -9.509 -8.967  0.330
H 22.507 -11.364 -7.635  0.385
H 21.480 -12.693 -9.661  0.411
H 22.572 -11.574 -10.487  0.326
H 19.212 -10.290 -8.520  0.253
H 20.075 -11.743 -7.991  0.327
H 19.267 -11.740 -9.567  0.285
H 23.239 -13.525 -8.158  0.273
H 24.034 -13.034 -9.439  0.297
C 11.264 -21.154 -3.996  -1.157
C 9.843 -21.798 -3.758  0.149
C 9.836 -23.211 -3.164  -0.620
O 10.755 -23.280 -2.099  -0.315
C 11.352 -24.558 -1.900  -0.751
N 9.128 -20.796 -2.918  -0.776
H 11.179 -20.289 -4.654  0.309
H 12.025 -21.809 -4.419  0.330
H 11.588 -20.828 -3.008  0.280
H 9.370 -21.950 -4.728  0.407
H 10.230 -23.718 -4.045  0.335
H 8.821 -23.566 -2.986  0.379
H 12.203 -24.660 -2.574  0.295
H 10.631 -25.372 -1.967  0.328
H 11.732 -24.579 -0.879  0.242
H 8.193 -21.121 -2.717  0.279
H 9.533 -20.781 -1.993  0.285
C 20.154 -18.147 -7.391  0.650
O 20.986 -17.499 -6.753  -0.684
N 18.976 -17.713 -7.721  -0.366
N 20.334 -19.324 -7.806  -0.376
H 18.540 -16.818 -7.551  0.201
H 18.462 -18.265 -8.393  0.147
H 19.582 -19.863 -8.212  0.189
H 21.166 -19.718 -7.389  0.239

---

(3)
Molecular formula: C18H51BN7O4P2
Method: DFT, ωB97M-V/def2-TZVPD

Values from the calculation:
gap between HOMO and LUMO: 7.2512 eV
charge: +1
energy relative to the best compared isomer or geometry (same formula, charge and spin): 0.0 kJ/mol
maximum force: 0.06303 Eh/bohr

Each line ends with the Mulliken charge.
Geometry (Å):
C 6.205 -2.662 -2.490  -1.060
C 6.036 -1.168 -2.809  -0.445
B 5.078 -0.826 -4.000  0.364
O 5.217 0.343 -4.676  -0.455
C 3.861 -1.825 -4.497  0.249
O 3.159 -1.108 -5.524  -0.706
C 2.827 -2.300 -3.472  -0.858
C 2.862 -3.838 -3.397  -0.733
C 3.338 -4.220 -4.817  -0.689
N 4.255 -3.087 -5.230  0.049
H 6.822 -2.788 -1.597  0.385
H 6.754 -3.180 -3.286  0.297
H 5.258 -3.162 -2.281  0.157
H 7.013 -0.752 -3.080  0.342
H 5.733 -0.625 -1.906  0.363
H 5.314 0.269 -5.630  0.336
H 2.717 -0.348 -5.123  0.199
H 1.878 -2.106 -3.984  0.432
H 2.751 -1.725 -2.548  0.471
H 1.852 -4.237 -3.325  0.372
H 3.544 -4.197 -2.631  0.370
H 2.523 -4.382 -5.516  0.378
H 3.966 -5.107 -4.739  0.380
H 4.362 -2.913 -6.231  0.388
H 5.172 -3.362 -4.868  0.410
O 1.007 0.200 -2.090  -0.516
P 0.319 1.459 -1.732  0.005
N -1.327 1.241 -1.946  0.186
C -2.321 2.296 -1.791  -0.703
C -1.865 -0.048 -1.501  -0.935
N 0.900 2.606 -2.856  0.345
C 0.048 3.596 -3.493  -1.170
C 1.909 2.117 -3.784  -1.134
N 0.422 2.401 -0.360  0.245
C 1.715 3.077 -0.137  -0.953
C 0.078 1.630 0.858  -0.963
H -2.492 2.573 -0.744  0.200
H -3.266 1.934 -2.199  0.396
H -2.066 3.190 -2.341  0.172
H -2.037 -0.089 -0.420  0.282
H -1.182 -0.850 -1.769  0.202
H -2.816 -0.233 -2.002  0.395
H -0.703 3.151 -4.156  0.347
H 0.669 4.268 -4.088  0.380
H -0.446 4.219 -2.749  0.358
H 1.474 1.544 -4.620  0.284
H 2.634 1.485 -3.274  0.332
H 2.448 2.968 -4.205  0.394
H 2.560 2.381 -0.113  0.319
H 1.665 3.589 0.823  0.410
H 1.893 3.821 -0.907  0.285
H 0.754 0.785 1.025  0.302
H -0.941 1.251 0.801  0.129
H 0.122 2.282 1.728  0.420
O -2.083 0.616 3.758  -0.701
P -3.167 0.218 4.674  0.202
N -3.708 -1.308 4.218  0.177
C -4.834 -1.999 4.830  -0.756
C -2.667 -2.255 3.821  -1.025
N -4.409 1.355 4.444  0.299
C -5.815 1.001 4.386  -1.127
C -4.100 2.426 3.500  -1.075
N -3.208 0.160 6.348  0.128
C -3.174 1.467 7.035  -0.974
C -2.125 -0.684 6.897  -0.948
H -4.610 -2.381 5.834  0.254
H -5.092 -2.853 4.200  0.381
H -5.716 -1.381 4.892  0.173
H -2.168 -2.729 4.675  0.310
H -1.912 -1.750 3.223  0.232
H -3.109 -3.045 3.211  0.402
H -6.066 0.381 3.517  0.332
H -6.408 1.916 4.328  0.390
H -6.130 0.495 5.297  0.330
H -4.210 2.115 2.453  0.345
H -3.085 2.786 3.638  0.312
H -4.781 3.259 3.684  0.358
H -2.306 2.073 6.753  0.326
H -3.130 1.283 8.109  0.418
H -4.078 2.029 6.825  0.275
H -1.129 -0.311 6.638  0.333
H -2.220 -1.706 6.533  0.215
H -2.211 -0.715 7.982  0.403